A cluster of 15 separate species, C30H95N17O15 in total, computed with wB97M-V/def2-TZVPD.

Each line ends with the Löwdin charge.
CARTESIAN COORDINATES (ANGSTROEM)
C -0.394488 -1.075257 5.195707  -0.127
O 1.015375 -0.968861 5.445333  -0.176
H -0.559779 -2.065636 4.774952  0.066
H -0.995750 -0.951247 6.103769  0.076
H -0.663373 -0.259665 4.516872  0.083
H 1.173796 -0.018571 5.573800  0.028
C -4.082877 4.435907 -2.286323  -0.169
O -4.462791 5.529116 -3.095638  -0.111
H -3.319547 3.819579 -2.779321  0.061
H -3.583144 4.776602 -1.375481  0.085
H -4.912332 3.761067 -2.082301  0.052
H -4.072219 6.345027 -2.783108  0.067
C 5.793014 -1.647614 2.247800  -0.137
O 4.521786 -2.255806 2.437244  -0.149
H 6.062916 -1.202325 3.213081  0.074
H 6.633631 -2.283356 1.985029  0.088
H 5.673605 -0.738786 1.652253  0.068
H 4.391270 -2.917900 1.747804  0.091
C -0.274375 -3.940482 1.904465  -0.154
O -0.883814 -3.694875 0.655957  -0.190
H 0.616629 -4.568374 1.803726  0.079
H -0.044310 -2.989886 2.388991  0.054
H -0.900786 -4.530093 2.586003  0.083
H -1.844848 -3.941473 0.661880  0.018
C 2.293675 -4.531085 4.729717  -0.666
O 2.983069 -5.478894 4.326907  -0.005
N 1.165617 -4.713343 5.489221  0.145
N 2.594412 -3.228061 4.455278  0.170
H 0.691997 -4.013170 6.024019  0.081
H 0.891028 -5.669291 5.629386  0.097
H 3.325203 -2.917868 3.831143  0.061
H 2.189195 -2.515449 5.049008  0.055
C 3.150948 4.976628 -4.089106  -0.657
O 3.971138 5.447571 -4.885755  -0.002
N 2.888152 3.642057 -3.999298  0.158
N 2.550867 5.740876 -3.099809  0.147
H 2.627538 3.225789 -3.116360  0.048
H 3.547999 3.095467 -4.533416  0.106
H 2.447221 6.731034 -3.238844  0.093
H 1.748634 5.333233 -2.638921  0.043
C -0.140700 -0.960226 -4.482764  -0.628
O 0.943120 -0.963599 -3.900600  0.002
N -0.443628 -1.780994 -5.535071  0.169
N -1.135196 -0.067661 -4.147390  0.170
H 0.351197 -2.257512 -5.926271  0.116
H -1.382339 -1.778832 -5.869781  0.092
H -2.024524 0.039655 -4.584636  0.086
H -0.779479 0.582959 -3.463167  0.057
C 2.765448 3.546559 -0.023648  -0.611
O 2.354827 3.180711 -1.125515  -0.035
N 3.494038 4.692928 0.156442  0.174
N 2.589792 2.826186 1.111717  0.196
H 3.903121 4.919506 1.043135  0.087
H 3.537383 5.432262 -0.520715  0.089
H 2.087105 1.941233 1.044875  0.070
H 3.017339 3.153054 1.964903  0.045
C 1.580828 -4.228884 -2.158391  -0.647
O 2.131403 -4.670694 -3.172968  -0.004
N 1.317583 -2.887498 -1.913138  0.162
N 1.055692 -5.031258 -1.176863  0.155
H 0.550281 -2.664321 -1.306729  0.052
H 1.465596 -2.246411 -2.693246  0.053
H 0.511449 -4.639141 -0.428466  0.039
H 1.107084 -6.018769 -1.346199  0.100
C -0.603712 5.465426 -1.938742  -0.700
O -0.542544 5.490821 -0.704981  0.002
N -0.501938 4.391863 -2.782136  0.166
N -0.702306 6.646262 -2.621703  0.137
H -0.421364 3.424904 -2.473680  0.061
H -0.712112 4.553804 -3.748169  0.099
H -0.832226 6.775564 -3.604747  0.095
H -0.644933 7.446341 -2.013481  0.103
C -2.087630 1.015976 -0.788317  -0.060
C -0.617639 1.218405 -0.434825  -0.375
C 0.032513 -0.021678 0.199769  -0.174
O 1.258168 0.383808 0.777995  -0.227
C 1.779763 -0.578809 1.665628  -0.098
N 0.157347 1.619030 -1.611953  0.057
H -2.233461 0.209114 -1.506986  0.072
H -2.572182 1.946045 -1.080600  0.070
H -2.562573 0.740894 0.161058  0.064
H -0.669625 1.975737 0.350529  0.149
H 0.166825 -0.876952 -0.462691  0.109
H -0.651927 -0.410273 0.970298  0.118
H 1.810191 -1.564870 1.190458  0.090
H 1.424169 -0.635505 2.697113  0.082
H 2.857905 -0.406807 1.763125  0.077
H 0.461451 0.918469 -2.277627  0.053
H 1.004267 2.068836 -1.259363  0.025
C 4.889020 -2.982530 -3.379814  -0.044
C 5.941827 -2.370728 -2.433021  -0.434
C 5.346873 -1.331666 -1.493965  -0.215
O 4.751272 -0.281877 -2.229087  -0.175
C 3.767948 0.422451 -1.515950  -0.098
N 6.637354 -3.386145 -1.656605  0.025
H 5.296480 -3.867400 -3.866186  0.076
H 4.544910 -2.258803 -4.116161  0.079
H 4.051407 -3.285898 -2.746337  0.050
H 6.707297 -1.875742 -3.037892  0.138
H 6.126783 -0.880420 -0.870567  0.120
H 4.563080 -1.775729 -0.861734  0.115
H 3.187085 -0.267780 -0.891543  0.072
H 3.158582 1.029290 -2.175329  0.070
H 4.224128 1.106549 -0.781959  0.089
H 7.184255 -3.988387 -2.260195  0.067
H 5.986261 -4.024350 -1.204952  0.071
C 3.819080 1.239588 5.008944  -0.031
C 2.825673 2.324349 4.541489  -0.404
C 1.894876 2.866272 5.633506  -0.165
O 1.195171 1.747849 6.183149  -0.240
C 0.504252 1.967629 7.391459  -0.087
N 3.573740 3.455279 3.942735  0.019
H 4.489455 1.028421 4.169960  0.076
H 3.206531 0.376360 5.241803  0.059
H 4.575231 1.452422 5.768093  0.085
H 2.262588 1.841991 3.739679  0.124
H 1.190400 3.602705 5.236531  0.132
H 2.505701 3.287078 6.438967  0.132
H 1.098072 2.333311 8.236731  0.093
H 0.160570 0.983968 7.713519  0.089
H -0.330922 2.653942 7.225934  0.095
H 4.111502 3.888372 4.691477  0.084
H 2.873114 4.169171 3.728591  0.075
C -6.690094 0.094180 -4.878049  -0.064
C -5.676987 -0.088593 -3.755319  -0.424
C -6.126062 0.809983 -2.605965  -0.207
O -5.300549 0.605360 -1.476163  -0.231
C -5.715788 1.221402 -0.284087  -0.102
N -5.557042 -1.479047 -3.283309  0.054
H -6.747847 1.113652 -5.265789  0.081
H -7.713442 -0.098623 -4.550604  0.079
H -6.410979 -0.533542 -5.724641  0.079
H -4.665137 0.188664 -4.058053  0.127
H -7.167464 0.582725 -2.327710  0.131
H -6.051458 1.874911 -2.866027  0.120
H -6.552537 0.648479 0.134255  0.085
H -6.000533 2.272363 -0.378529  0.087
H -4.908548 1.139892 0.440959  0.076
H -6.482803 -1.866238 -3.114263  0.056
H -5.139083 -1.408755 -2.358737  0.036
C -3.769417 -1.855819 0.485830  -0.032
C -4.339169 -3.248457 0.787340  -0.400
C -5.786828 -3.443837 0.321541  -0.241
O -6.683136 -2.473367 0.731014  -0.159
C -7.809175 -2.303775 -0.092130  -0.096
N -3.491429 -4.355876 0.326497  0.036
H -2.706653 -1.762922 0.695627  0.060
H -4.304456 -1.285124 1.250619  0.086
H -4.004863 -1.466648 -0.502697  0.061
H -4.377618 -3.321610 1.880787  0.142
H -6.076470 -4.476886 0.576988  0.126
H -5.691127 -3.535438 -0.777526  0.125
H -8.464875 -3.179905 -0.005549  0.092
H -7.538021 -2.225931 -1.148986  0.069
H -8.387626 -1.444455 0.234713  0.089
H -4.059885 -5.193503 0.461443  0.095
H -3.330621 -4.361050 -0.681899  0.109

Cartesian forces, eV/Å:
0.63 0.36 0.04
-0.56 0.24 0.20
-0.21 0.14 -0.19
0.14 -0.14 0.05
-0.33 -0.39 -0.22
0.19 -0.11 0.24
1.17 -0.15 0.08
-0.50 -0.13 -0.41
-0.09 0.10 -0.22
-0.38 -0.13 0.23
-0.28 0.35 0.15
0.16 -0.07 0.20
-0.16 1.52 1.33
0.28 -0.56 -0.37
-0.03 -0.36 0.17
-0.32 -0.25 -0.52
0.28 -0.42 -0.73
-0.03 0.07 0.04
-0.25 -0.35 0.55
-0.06 0.04 -0.30
0.21 0.39 -0.18
0.28 -0.10 0.11
-0.27 0.21 -0.12
0.55 -0.19 0.17
1.71 -0.29 -0.68
-1.20 0.77 0.21
-0.28 -0.68 -0.03
-0.65 0.34 0.64
0.12 0.31 -0.12
0.16 0.03 0.16
0.27 -0.55 0.14
-0.12 0.04 -0.39
1.63 0.85 0.20
-1.27 -0.34 0.48
0.06 -0.55 -0.57
-0.51 -0.15 0.17
-0.09 0.37 0.21
-0.11 0.04 -0.02
0.32 -0.01 -0.37
0.14 -0.17 -0.06
-0.46 0.20 -0.66
-0.58 0.36 -0.42
0.77 0.52 1.11
1.39 -0.35 0.82
-0.46 -0.38 -0.21
0.01 -0.34 -0.60
-0.10 0.04 -0.20
-0.87 0.30 -0.10
0.54 0.19 0.38
0.00 0.46 0.17
0.11 0.25 0.04
-0.12 0.14 -0.33
-0.12 -0.18 0.17
-0.18 -0.35 -0.51
0.20 0.24 0.03
0.03 -0.34 -0.03
-1.04 -0.01 -0.59
-0.27 0.58 1.21
0.96 -0.27 -0.62
0.74 -0.19 -0.48
-0.12 -0.15 0.15
-0.10 -0.28 0.26
-0.27 -0.12 0.02
-0.06 0.00 0.17
0.22 -0.24 0.29
-0.01 -0.68 -1.12
-0.22 0.07 0.51
-0.16 0.95 0.58
0.08 -0.03 0.42
0.11 -0.09 -0.16
0.09 -0.17 -0.13
-0.16 0.10 -0.28
0.16 -0.53 1.01
-0.11 -1.41 -1.11
-1.26 0.36 0.79
-0.41 -0.33 0.50
1.98 -0.71 -0.48
-0.12 1.58 0.42
-0.18 0.15 -0.11
0.20 -0.02 -0.41
-0.29 -0.23 -0.24
0.80 0.41 -0.33
0.23 0.24 -0.49
0.16 0.10 0.28
-0.61 -0.15 0.14
-0.81 0.22 -0.19
-0.07 0.47 0.03
-0.03 -0.67 0.67
0.05 0.08 -0.51
0.18 0.49 0.91
-0.08 -0.14 -0.87
-0.07 0.53 -0.08
-0.24 -0.19 -0.75
0.60 -0.02 1.05
0.19 -0.33 0.63
-0.03 0.03 -0.11
-0.10 -0.05 -0.01
-0.10 -0.12 -0.38
0.01 0.13 0.07
0.08 -0.37 0.24
0.17 -0.26 0.11
-0.44 0.03 -0.40
-0.07 -0.27 -0.20
0.11 0.11 -0.14
0.06 0.18 -0.10
-0.15 0.21 -0.03
-0.02 0.26 -0.80
1.10 0.39 0.30
0.21 -1.33 0.29
0.27 0.13 -0.13
-0.34 -0.22 0.16
-0.71 0.30 0.33
-0.48 -0.30 -0.30
0.49 -0.39 0.26
-0.72 0.46 0.60
-0.31 0.16 0.04
0.01 0.09 0.02
0.01 0.33 -0.09
0.42 0.23 -0.40
-0.32 0.10 -0.12
-0.10 -0.09 0.13
0.27 -0.11 -0.16
0.17 0.04 -0.11
0.31 -0.05 -0.46
-0.52 0.15 0.80
0.17 0.60 0.59
0.69 -0.11 -0.24
-0.37 -0.55 0.35
-0.26 0.09 -0.17
0.41 0.11 0.20
0.09 -0.47 0.07
-0.29 -0.16 0.03
-0.08 0.29 -0.16
-0.01 -0.02 -0.18
-0.24 -0.06 -0.26
-0.19 0.22 0.03
0.03 0.03 -0.27
0.16 0.07 -0.14
-0.01 0.03 -0.18
0.12 -0.17 -0.07
-0.86 -0.38 0.81
0.04 0.48 0.49
0.92 -1.05 -1.53
0.30 0.71 0.41
-0.38 -0.92 -0.08
-0.84 -0.43 -0.25
0.08 -0.25 -0.09
0.17 0.69 -0.44
0.01 -0.05 -0.04
0.27 -0.14 -0.02
-0.35 0.17 0.52
-0.38 0.55 -0.12
-0.05 0.00 -0.03
0.11 0.26 0.03
0.26 0.18 0.05
0.54 -0.19 0.22
-0.13 0.47 0.03

Summary:
- Multiplicity: 1
- Kohn-Sham gap: 8.869 eV